1.
The following is a quantum chemistry calculation of C38H38N3O8SiV as an isolated structure, from the OMol25 dataset.

Output
Relative energy (zero: lowest compared OMol25 entry of this formula, charge and spin)   0.00 kJ/mol
Max |F|   0.7 eV/Å
LUMO (alpha / beta)   1.97 / 2.54 eV
Net charge   -1
Orbital gap (alpha / beta)   7.28 / 7.87 eV
DFT total energy   -94447.1600 eV
⟨S²⟩   0.763
2S+1   2

The geometry in XYZ format:
```
89
C38H38N3O8SiV | the OMol25 dataset | ωB97M-V with the def2-TZVPD basis set
V -1.4212 -0.4028 -0.8133
C -3.1698 -3.1250 1.6948
C -2.8756 -1.7159 1.2893
O -2.6636 -1.5529 0.0257
C -2.9002 -0.6702 2.1782
C -2.8192 0.6684 1.7238
C -3.2375 1.7653 2.6666
N -2.4195 0.9439 0.5132
N -2.5125 2.2807 0.1436
C -2.0455 2.3834 -1.0566
O -1.5908 1.3698 -1.7149
C -2.0728 3.6917 -1.7564
C -2.1218 3.7108 -3.1472
C -2.1643 4.9210 -3.8238
C -2.1496 6.1149 -3.1162
C -2.1022 6.0961 -1.7283
C -2.0686 4.8887 -1.0495
H -4.0516 -3.4758 1.1557
H -3.3358 -3.2074 2.7676
H -2.3297 -3.7574 1.4003
H -3.1399 -0.8501 3.2157
H -3.1969 1.4017 3.6926
H -4.2633 2.0675 2.4453
H -2.6125 2.6473 2.5481
H -2.1484 2.7727 -3.6865
H -2.2122 4.9301 -4.9055
H -2.1762 7.0598 -3.6449
H -2.0856 7.0264 -1.1741
H -2.0331 4.8591 0.0310
O -0.5101 -3.9454 -2.3766
C -0.3271 -2.7471 -2.2598
O -0.4513 -2.0961 -1.1379
C 0.2977 -1.9408 -3.3963
C 1.3825 -1.0380 -2.7887
C 2.3289 -0.5182 -3.8698
C 1.4402 0.5382 -4.5665
C 0.1432 0.4175 -3.7659
O 0.6165 0.1325 -2.4334
C -0.5966 -0.8907 -4.1225
C -2.0632 -0.7754 -3.7074
O -2.8994 -0.5323 -4.5604
O -2.3367 -0.9323 -2.4480
H 0.7026 -2.6586 -4.1081
H 1.8616 -1.4412 -1.9031
H 2.6519 -1.3197 -4.5349
H 3.2140 -0.0695 -3.4197
H 1.2814 0.3445 -5.6274
H 1.8536 1.5410 -4.4583
H -0.4784 1.3041 -3.7497
H -0.6031 -1.0524 -5.1990
O -0.0464 -0.2352 0.4435
Si 1.0056 -0.9467 1.4216
C 0.4950 -2.6434 2.0517
C 0.0744 -2.8232 3.3713
C -0.2995 -4.0748 3.8459
C -0.2523 -5.1766 3.0043
C 0.1628 -5.0203 1.6879
C 0.5303 -3.7673 1.2183
C 1.2582 0.1580 2.9262
C 2.3316 -0.0418 3.7971
C 2.5069 0.7567 4.9200
C 1.6070 1.7783 5.1922
C 0.5381 1.9989 4.3342
C 0.3716 1.1953 3.2141
C 2.6952 -1.0793 0.6015
C 3.1697 0.0037 -0.1464
C 4.4303 -0.0171 -0.7228
C 5.2470 -1.1307 -0.5664
C 4.7956 -2.2167 0.1682
C 3.5321 -2.1863 0.7493
H 0.0338 -1.9715 4.0420
H -0.6276 -4.1870 4.8726
H -0.5441 -6.1540 3.3700
H 0.1866 -5.8700 1.0169
H 0.8153 -3.6590 0.1804
H 3.0486 -0.8310 3.5926
H 3.3485 0.5848 5.5805
H 1.7431 2.4038 6.0662
H -0.1641 2.8006 4.5327
H -0.4488 1.3837 2.5341
H 2.5282 0.8649 -0.3052
H 4.7739 0.8335 -1.2997
H 6.2305 -1.1521 -1.0204
H 5.4247 -3.0909 0.2862
H 3.1884 -3.0455 1.3149
N 0.8018 3.0484 0.3793
H 0.0093 3.4152 0.8967
H 1.4615 2.7247 1.0802
H 0.4488 2.2078 -0.0728
```


2.
The following is a quantum chemistry calculation of a 5-piece molecular cluster, C32H71NO17S overall, from the OMol25 dataset.

Output
Max |F|   0.6 eV/Å
LUMO   0.33 eV
Net charge   0
Orbital gap   9.32 eV
DFT total energy   -81459.6312 eV
2S+1   1

The geometry in XYZ format:
```
122
C32H71NO17S | the OMol25 dataset | ωB97M-V with the def2-TZVPD basis set
H -0.6107 -1.0754 3.2400
N 0.3026 -0.6163 3.2292
C 0.1933 0.6388 3.2514
C -1.0681 1.4553 3.3005
C -0.9654 2.6008 4.3113
O -2.1960 2.6992 5.0314
S -2.8456 4.1488 5.0734
O -3.9697 4.1744 4.2003
O -2.9515 4.5465 6.4317
O -1.6597 4.8965 4.3685
C -0.6082 4.0478 3.8142
C -0.5353 4.3759 2.3151
C 0.8570 4.6913 1.7498
C 1.8774 3.5535 1.7031
C 2.6933 3.3159 2.9649
O 3.6064 4.4004 3.0850
H 1.1274 1.2012 3.2425
H -1.3178 1.8063 2.2986
H -1.8879 0.8063 3.6192
H -0.2098 2.3150 5.0489
H 0.2940 4.4093 4.3064
H -1.0073 3.6153 1.6928
H -1.1451 5.2742 2.2004
H 0.6869 5.0086 0.7171
H 1.2816 5.5580 2.2655
H 1.4013 2.6193 1.3843
H 2.6136 3.7937 0.9298
H 3.2341 2.3643 2.8774
H 2.0702 3.2473 3.8662
H 3.9179 4.4566 3.9963
C -3.9138 2.7707 1.4355
O -3.9206 2.7544 0.0263
C -3.5552 3.9904 -0.5551
C -2.5642 3.8081 -1.6793
O -1.2731 3.4069 -1.2485
C -1.0686 2.0612 -0.8562
C -1.0705 1.0677 -1.9946
O -2.3771 0.8640 -2.4880
C -2.4637 0.7315 -3.8896
H -4.7773 3.2961 1.8505
H -3.9357 1.7349 1.7747
H -3.0058 3.2495 1.8180
H -3.1127 4.6550 0.1964
H -4.4509 4.4849 -0.9557
H -2.4096 4.7935 -2.1274
H -2.9625 3.1458 -2.4515
H -1.7729 1.7524 -0.0780
H -0.0610 2.0530 -0.4294
H -0.6672 0.1162 -1.6210
H -0.4055 1.4317 -2.7865
H -1.8833 1.5097 -4.3975
H -3.5096 0.8561 -4.1631
H -2.1188 -0.2502 -4.2328
C 6.4779 -3.0171 5.1889
O 6.5824 -2.4430 3.9073
C 6.7220 -3.3811 2.8580
C 5.9223 -2.9888 1.6371
O 4.5196 -3.0929 1.7907
C 3.8369 -2.1301 2.5761
C 3.7628 -0.7514 1.9674
O 5.0069 -0.0747 2.0190
C 5.2695 0.7341 0.8973
H 7.4450 -3.3865 5.5490
H 6.1262 -2.2401 5.8658
H 5.7588 -3.8435 5.1998
H 6.4068 -4.3779 3.1871
H 7.7785 -3.4400 2.5626
H 6.1687 -3.7170 0.8591
H 6.2192 -2.0025 1.2735
H 4.2312 -2.0845 3.5935
H 2.8099 -2.4973 2.6325
H 3.0200 -0.1829 2.5429
H 3.4051 -0.8303 0.9339
H 5.0680 0.1998 -0.0381
H 6.3243 1.0022 0.9271
H 4.6739 1.6557 0.9099
C -6.4490 3.6348 -9.5976
O -6.6935 3.5726 -8.2121
C -6.6201 2.2711 -7.6635
C -5.9492 2.2664 -6.3096
O -4.5594 2.5350 -6.3372
C -4.1191 3.8612 -6.5647
C -4.3620 4.8124 -5.4159
O -5.7274 5.1561 -5.2896
C -6.1615 5.3055 -3.9581
H -7.3015 3.2633 -10.1777
H -6.2823 4.6803 -9.8518
H -5.5580 3.0600 -9.8731
H -6.0762 1.5989 -8.3368
H -7.6362 1.8739 -7.5351
H -6.0250 1.2447 -5.9281
H -6.4750 2.9210 -5.6111
H -4.5128 4.2660 -7.4995
H -3.0346 3.7727 -6.6681
H -3.7743 5.7217 -5.6030
H -3.9935 4.3547 -4.4892
H -5.8322 4.4664 -3.3337
H -7.2498 5.3253 -3.9702
H -5.7974 6.2394 -3.5140
C 1.0026 -11.0310 1.3707
O 1.3165 -9.6930 1.6763
C 2.2341 -9.5361 2.7416
C 3.2300 -8.4320 2.4716
O 4.1689 -8.7245 1.4551
C 3.7489 -8.6465 0.1045
C 3.5443 -7.2410 -0.4110
O 2.3726 -6.6535 0.1174
C 2.5013 -5.2750 0.3999
H 0.3268 -11.4701 2.1138
H 0.5067 -11.0358 0.4014
H 1.9047 -11.6491 1.3062
H 2.7754 -10.4715 2.9240
H 1.6852 -9.2771 3.6574
H 3.8289 -8.3259 3.3802
H 2.7206 -7.4825 2.2934
H 2.8628 -9.2579 -0.0810
H 4.5792 -9.0740 -0.4629
H 3.4637 -7.2924 -1.5060
H 4.4253 -6.6369 -0.1635
H 3.4252 -5.0540 0.9389
H 1.6565 -4.9906 1.0263
H 2.4750 -4.6749 -0.5174
```